A molecular structure, C4H13ClN3O4V, computed with the ωB97M-V functional and the def2-TZVPD basis.

The geometry in XYZ format:
```
26
Properties=species:S:1:pos:R:3:mulliken_charge:R:1
V -0.819 -0.742 0.000 1.3441
N -0.371 -0.372 -2.022 -0.4843
C 0.697 0.666 -2.030 -0.3394
C 1.865 0.075 -1.272 -0.7337
N 1.363 -0.549 0.000 -0.0415
C 1.868 0.068 1.273 -0.7376
C 0.703 0.664 2.031 -0.3368
N -0.369 -0.369 2.023 -0.4837
H -0.079 -1.186 -2.562 0.3105
H -1.208 -0.020 -2.481 0.3206
H 0.305 1.559 -1.541 0.2922
H 0.977 0.936 -3.047 0.4481
H 2.616 0.831 -1.053 0.3038
H 2.345 -0.702 -1.867 0.3946
H 1.696 -1.510 -0.003 0.3524
H 2.624 0.820 1.058 0.3040
H 2.342 -0.713 1.868 0.3953
H 0.315 1.560 1.543 0.2928
H 0.983 0.933 3.049 0.4470
H -1.206 -0.014 2.480 0.3210
H -0.081 -1.185 2.564 0.3106
O -4.490 0.550 1.194 -0.2264
Cl -4.137 -0.077 -0.007 1.1804
O -4.481 0.563 -1.204 -0.2268
O -1.445 -2.174 0.004 -0.6853
O -2.011 0.389 0.001 -0.7218
```

Properties
- E_HOMO (Ha) = -0.709
- frontier orbital gap (eV) = 9.0409
- E (Ha) = -2028.88061
- total charge = +2

2 unconnected molecules or ions with the total composition C4H13FN3O3S in a non-equilibrium geometry, computed with the ωB97M-V functional and the def2-TZVPD basis.

The geometry in XYZ format:
```
25
Properties=species:S:1:pos:R:3:mulliken_charge:R:1
N 4.525 0.541 -0.816 -0.5181
C 3.772 1.743 -0.538 -0.3820
N 2.647 1.941 -1.491 -0.4232
S 1.276 1.062 -1.233 1.2179
O 0.529 1.007 -2.439 -0.5655
O 0.579 1.490 -0.054 -0.6022
F 1.855 -0.342 -0.942 -0.2178
H 4.136 -0.033 -1.544 0.2452
H 4.700 0.002 0.014 0.2539
H 3.425 1.775 0.497 0.3441
H 4.415 2.606 -0.691 0.3027
H 2.307 2.893 -1.364 0.3355
C -3.801 -2.419 0.628 -0.9941
C -2.470 -2.052 1.185 0.5178
O -1.867 -2.588 2.050 -0.3949
N -1.753 -0.878 0.529 -0.0748
C -2.242 0.456 1.028 -0.8204
H -4.386 -2.889 1.413 0.3399
H -4.340 -1.550 0.250 0.3488
H -3.654 -3.126 -0.191 0.3300
H -1.855 -0.921 -0.488 0.3900
H -0.772 -0.996 0.795 0.3122
H -3.298 0.558 0.797 0.3413
H -1.664 1.215 0.508 0.3354
H -2.066 0.507 2.097 0.3780
```

Properties
- E_HOMO (Ha) = -0.452
- frontier orbital gap (eV) = 8.7194
- E (Ha) = -1047.98064
- total charge = +1

2 unconnected molecules or ions with the total composition C4H13N in a non-equilibrium geometry, computed with the ωB97M-V functional and the def2-TZVPD basis.

The geometry in XYZ format:
```
18
Properties=species:S:1:pos:R:3:mulliken_charge:R:1
C 1.046 1.107 1.159 -1.0629
C 2.271 1.433 2.013 -0.1330
C 3.490 1.822 1.142 -1.2350
H 1.390 0.833 0.163 0.2939
H 0.348 0.368 1.542 0.3150
H 0.441 1.992 0.966 0.2948
H 2.081 2.353 2.570 0.2397
H 2.581 0.577 2.614 0.2672
H 3.235 2.619 0.437 0.3329
H 3.958 0.950 0.687 0.3394
H 4.252 2.313 1.762 0.3479
C -3.161 -2.295 -1.790 -0.6506
N -4.303 -2.771 -2.546 -0.5384
H -2.830 -2.971 -1.000 0.2110
H -2.259 -2.095 -2.363 0.2591
H -3.344 -1.321 -1.344 0.2521
H -5.074 -2.117 -2.471 0.2369
H -4.123 -2.799 -3.542 0.2300
```

Properties
- E_HOMO (Ha) = -0.344
- frontier orbital gap (eV) = 10.3538
- E (Ha) = -214.92024

3 unconnected molecules or ions with the total composition C4H13N2 in a non-equilibrium geometry, computed with the ωB97M-V functional and the def2-TZVPD basis.

The geometry in XYZ format:
```
19
Properties=species:S:1:pos:R:3:mulliken_charge:R:1
C 3.233 -0.613 -1.417 -0.4482
N -2.043 -0.007 -0.610 -0.4784
C -3.005 -0.548 0.295 -0.7516
C 1.985 -0.163 -1.035 -0.3393
N 0.307 -0.173 1.004 -0.3868
C 0.372 1.249 1.186 -0.7485
H 4.048 -0.824 -0.627 0.2391
H 3.618 -0.439 -2.464 0.2809
H -1.902 -0.711 -1.454 0.3199
H -4.015 -0.632 -0.093 0.3063
H -3.038 0.022 1.193 0.2960
H -2.730 -1.707 0.508 0.2631
H 1.389 -0.412 -0.134 0.4384
H 1.492 0.620 -1.602 0.2868
H -1.167 -0.131 -0.184 0.3894
H 0.484 -0.736 1.852 0.2688
H -0.047 1.721 0.256 0.3463
H 1.385 1.824 1.172 0.3603
H -0.367 1.658 2.155 0.3574
```

Properties
- E_HOMO (Ha) = -0.482
- frontier orbital gap (eV) = 4.4301
- E (Ha) = -269.15171
- total charge = +1